# C30H52BrN5O15

A 6-piece molecular cluster, C30H52BrN5O15 overall at a distorted geometry (wB97M-V/def2-TZVPD, the OMol25 dataset).

Each line ends with the Mulliken charge.
Element x y z (Å)
N1 -5.57 -1.58 -4.81  -0.641
C1 -5.09 -3.00 -4.89  0.992
N2 -5.30 -3.63 -3.57  -0.523
N3 -5.98 -3.69 -5.84  -0.722
C2 -3.55 -3.03 -5.39  -1.438
N4 -2.94 -1.75 -4.92  0.352
C3 -2.63 -1.69 -3.57  -0.277
C4 -2.07 -0.49 -2.98  -1.004
C5 -1.86 0.65 -3.92  0.858
C6 -1.31 1.96 -3.33  0.557
C7 -0.27 2.78 -3.95  -0.791
C8 0.09 4.02 -3.27  -0.039
N5 -0.52 4.40 -2.10  0.201
C9 -0.14 5.70 -1.47  -0.857
C10 -0.89 6.90 -2.23  -0.444
C11 -2.28 6.48 -2.84  -0.735
Br1 -3.26 7.97 -3.66  -0.076
C12 -1.48 3.65 -1.45  -0.182
C13 -1.91 2.41 -2.05  -0.824
C14 -2.17 0.55 -5.36  -0.705
C15 -2.72 -0.73 -5.80  -0.083
H1 -5.30 -1.15 -3.92  0.171
H2 -6.59 -1.60 -4.79  0.284
H3 -4.52 -4.28 -3.40  0.254
H4 -5.29 -2.96 -2.81  0.290
H5 -6.92 -3.70 -5.43  0.344
H6 -6.07 -3.11 -6.69  0.291
H7 -3.00 -3.91 -4.97  0.345
H8 -3.58 -3.08 -6.51  0.318
H9 -2.82 -2.59 -2.93  0.489
H10 -1.82 -0.41 -1.89  0.542
H11 0.21 2.44 -4.90  0.503
H12 0.88 4.70 -3.67  0.448
H13 -0.39 5.73 -0.38  0.417
H14 0.96 5.90 -1.66  0.366
H15 -1.08 7.69 -1.45  0.453
H16 -0.25 7.31 -3.05  0.315
H17 -2.90 6.06 -2.00  0.395
H18 -2.21 5.64 -3.59  0.267
H19 -1.95 4.00 -0.50  0.462
H20 -2.70 1.80 -1.56  0.474
H21 -2.00 1.42 -6.03  0.550
H22 -2.99 -0.86 -6.88  0.375
C16 0.47 -2.85 -2.32  -0.254
O1 0.50 -3.94 -1.41  -0.358
C17 0.94 -3.61 -0.18  0.711
O2 1.28 -2.51 0.17  -0.545
O3 0.93 -4.71 0.57  -0.293
C18 1.38 -4.51 1.92  -0.627
H23 0.10 -3.23 -3.27  0.263
H24 -0.22 -2.08 -1.96  -0.106
H25 1.46 -2.44 -2.47  0.376
H26 0.72 -3.81 2.44  0.304
H27 2.41 -4.17 1.94  0.303
H28 1.32 -5.47 2.43  0.253
C19 2.71 5.73 -8.66  -0.614
O4 1.30 5.90 -8.50  -0.341
C20 0.94 6.43 -7.33  0.781
O5 1.68 6.75 -6.44  -0.559
O6 -0.40 6.53 -7.31  -0.386
C21 -0.92 7.08 -6.11  -0.231
H29 2.88 5.30 -9.65  0.230
H30 3.22 6.69 -8.61  0.300
H31 3.10 5.05 -7.91  0.283
H32 -0.56 8.10 -5.97  0.371
H33 -0.67 6.46 -5.25  -0.145
H34 -2.01 7.12 -6.20  0.308
C22 0.82 -2.75 6.95  -0.640
O7 2.00 -3.42 7.41  -0.332
C23 2.45 -4.38 6.59  0.868
O8 1.95 -4.70 5.54  -0.555
O9 3.54 -4.91 7.14  -0.320
C24 4.14 -5.95 6.37  -0.603
H35 0.56 -2.00 7.69  0.230
H36 1.01 -2.25 6.00  0.280
H37 0.00 -3.46 6.85  0.286
H38 4.46 -5.58 5.40  0.296
H39 3.44 -6.79 6.26  0.266
H40 5.01 -6.31 6.91  0.230
C25 2.45 5.53 1.64  -0.597
O10 1.84 6.54 2.45  -0.319
C26 1.65 6.17 3.73  0.781
O11 1.94 5.11 4.21  -0.526
O12 1.08 7.19 4.36  -0.310
C27 0.81 6.95 5.75  -0.620
H41 2.56 5.93 0.63  0.150
H42 3.44 5.28 2.02  0.361
H43 1.82 4.64 1.60  0.263
H44 1.74 6.76 6.29  0.299
H45 0.12 6.12 5.87  0.290
H46 0.35 7.85 6.16  0.227
C28 4.96 -10.44 11.14  -0.630
O13 4.62 -9.49 10.13  -0.317
C29 3.37 -9.02 10.22  0.737
O14 2.55 -9.34 11.05  -0.530
O15 3.18 -8.14 9.23  -0.212
C30 1.88 -7.56 9.20  -0.481
H47 5.99 -10.75 10.96  0.221
H48 4.89 -10.00 12.13  0.293
H49 4.32 -11.32 11.07  0.293
H50 1.69 -7.00 10.12  0.319
H51 1.11 -8.33 9.06  0.333
H52 1.84 -6.87 8.36  -0.029

The calculated total energy is -5150.134877 hartree. Its spin multiplicity is 1. The net charge is +2. The frontier orbital gap comes out at 4.86 eV. The HOMO energy comes out at -0.466 Ha. The calculation puts the lowest unoccupied orbital energy at -7.82 eV.

# C18H36FO14S4Zn

C18H36FO14S4Zn as an isolated structure at a distorted geometry (wB97M-V/def2-TZVPD, the OMol25 dataset).

Each line ends with the Mulliken charge.
Element x y z (Å)
Zn1 2.92 1.43 -0.17  0.604
F1 1.36 0.51 0.33  0.147
O1 2.39 2.92 1.19  -0.404
S1 1.63 3.63 2.24  1.028
O2 2.02 3.50 3.61  -0.582
O3 1.64 5.22 1.95  -0.339
C1 1.46 5.71 0.60  0.278
C2 0.07 6.34 0.56  -1.079
C3 -0.10 3.14 2.06  -0.201
H1 1.56 4.88 -0.11  -0.260
H2 2.17 6.47 0.28  0.360
H3 -0.38 6.51 -0.42  0.342
H4 0.15 7.24 1.17  0.348
H5 -0.68 5.72 1.06  0.273
H6 -0.73 3.64 2.80  0.445
H7 -0.25 2.08 2.25  -0.216
H8 -0.35 3.26 1.01  0.190
O4 -1.13 0.14 3.33  -0.605
S2 -0.16 -0.69 4.03  1.145
O5 -0.22 -0.76 5.47  -0.654
O6 -0.31 -2.16 3.41  -0.104
C4 0.57 -3.18 3.88  -0.235
C5 0.53 -4.34 2.91  -1.029
C6 1.46 -0.13 3.53  -0.704
H9 0.32 -3.51 4.89  0.292
H10 1.61 -2.84 3.97  0.308
H11 -0.45 -4.65 2.55  0.322
H12 1.03 -5.22 3.32  0.449
H13 1.06 -4.08 1.99  0.030
H14 1.54 -0.14 2.45  -0.009
H15 2.17 -0.72 4.11  0.554
H16 1.43 0.87 3.95  0.213
O7 1.76 2.52 -1.41  -0.377
S3 0.79 2.78 -2.45  1.210
O8 0.06 4.00 -2.39  -0.670
O9 1.59 2.58 -3.84  -0.244
C7 0.90 2.85 -5.08  -0.182
C8 1.96 2.68 -6.16  -1.283
C9 -0.30 1.36 -2.45  -0.903
H17 0.59 3.89 -5.07  0.321
H18 0.07 2.16 -5.24  0.335
H19 1.57 3.00 -7.13  0.399
H20 2.16 1.61 -6.27  0.329
H21 2.84 3.26 -5.89  0.333
H22 0.09 0.45 -2.90  0.499
H23 -1.28 1.60 -2.87  0.521
H24 -0.43 1.24 -1.37  -0.040
O10 -1.85 -1.67 -1.39  -0.582
S4 -2.57 -0.81 -0.49  1.265
O11 -2.81 0.56 -0.77  -0.694
O12 -4.03 -1.47 -0.22  -0.424
C10 -4.11 -2.89 -0.08  0.039
C11 -4.84 -3.25 1.21  -1.145
C12 -1.98 -0.92 1.22  -0.585
H25 -3.12 -3.36 -0.05  0.043
H26 -4.63 -3.36 -0.92  0.426
H27 -4.21 -3.24 2.10  0.211
H28 -5.12 -4.31 1.21  0.412
H29 -5.72 -2.64 1.36  0.302
H30 -1.01 -0.43 1.32  -0.116
H31 -1.81 -1.97 1.45  0.171
H32 -2.70 -0.39 1.82  0.600
C13 1.54 -4.49 -3.04  -0.578
C14 0.83 -5.21 -2.15  -0.438
C15 0.41 -4.69 -0.81  0.064
O13 -0.10 -5.40 0.02  -0.513
C16 0.70 -3.27 -0.62  -0.113
C17 1.43 -2.52 -1.44  -0.130
C18 2.04 -3.12 -2.66  0.354
O14 2.75 -2.46 -3.37  -0.574
H33 1.98 -4.94 -3.92  0.429
H34 0.44 -6.16 -2.49  0.424
H35 0.21 -2.86 0.25  0.364
H36 1.56 -1.47 -1.22  0.632

The calculated total energy is -5232.407812 hartree. Its spin multiplicity is 1. The net charge is +1. The frontier orbital gap comes out at 6.16 eV. The HOMO energy comes out at -0.454 Ha. The calculation puts the lowest unoccupied orbital energy at -6.19 eV.